*P*
{
  "formula": "C25H31N3O4S",
  "method": "the ωB97M-V functional and the def2-TZVPD basis",
  "e_homo_ev": -8.614,
  "total_charge": 0,
  "gap_ev": 9.20,
  "species": ["C", "C", "O", "N", "C", "C", "C", "C", "C", "S", "O", "O", "N", "C", "C", "O", "N", "C", "C", "C", "C", "C", "C", "C", "C", "C", "C", "C", "C", "C", "C", "C", "C", "H", "H", "H", "H", "H", "H", "H", "H", "H", "H", "H", "H", "H", "H", "H", "H", "H", "H", "H", "H", "H", "H", "H", "H", "H", "H", "H", "H", "H", "H", "H"],
  "xyz": [[-7.35, -2.16, 0.33], [-6.46, -0.99, -0.02], [-6.77, -0.16, -0.85], [-5.28, -0.94, 0.67], [-4.87, -1.92, 1.67], [-3.47, -1.48, 2.15], [-3.22, -0.22, 1.38], [-2.12, 0.60, 1.40], [-2.12, 1.70, 0.55], [-0.66, 2.71, 0.46], [0.22, 2.37, 1.54], [-1.00, 4.09, 0.28], [0.08, 2.27, -0.99], [0.05, 0.87, -1.37], [0.69, 0.05, -0.24], [0.15, -0.94, 0.22], [1.89, 0.49, 0.13], [2.65, -0.08, 1.23], [3.02, 1.01, 2.23], [4.21, 1.83, 1.72], [5.43, 0.93, 1.61], [5.15, -0.31, 0.81], [6.20, -1.02, 0.23], [5.97, -2.17, -0.49], [4.68, -2.66, -0.63], [3.63, -1.97, -0.05], [3.85, -0.80, 0.67], [0.80, 0.65, -2.70], [0.99, -0.85, -2.96], [0.04, 1.29, -3.86], [-3.19, 1.98, -0.29], [-4.30, 1.15, -0.31], [-4.30, 0.04, 0.53], [-6.86, -3.10, 0.11], [-8.26, -2.08, -0.27], [-7.62, -2.14, 1.38], [-4.84, -2.92, 1.22], [-5.59, -1.94, 2.49], [-3.45, -1.30, 3.23], [-2.71, -2.22, 1.92], [-1.27, 0.42, 2.04], [-0.27, 2.88, -1.71], [-0.98, 0.50, -1.48], [2.18, 1.40, -0.21], [1.98, -0.80, 1.70], [3.29, 0.55, 3.19], [2.15, 1.65, 2.39], [4.42, 2.65, 2.41], [3.97, 2.26, 0.75], [6.26, 1.47, 1.15], [5.75, 0.63, 2.61], [7.20, -0.64, 0.34], [6.80, -2.70, -0.94], [4.50, -3.56, -1.19], [2.62, -2.34, -0.14], [1.78, 1.12, -2.62], [1.46, -1.00, -3.93], [0.03, -1.35, -2.96], [1.62, -1.30, -2.20], [-0.05, 2.36, -3.74], [-0.96, 0.86, -3.94], [0.56, 1.10, -4.79], [-3.14, 2.85, -0.91], [-5.14, 1.35, -0.95]],
  "nbo_charge": [-0.71, 0.69, -0.60, -0.43, -0.20, -0.45, 0.04, -0.18, -0.38, 2.32, -0.95, -0.94, -0.87, -0.15, 0.70, -0.65, -0.61, -0.08, -0.42, -0.39, -0.42, -0.01, -0.20, -0.21, -0.24, -0.14, -0.05, -0.19, -0.61, -0.61, -0.17, -0.24, 0.17, 0.23, 0.25, 0.23, 0.20, 0.20, 0.23, 0.24, 0.25, 0.41, 0.21, 0.41, 0.24, 0.20, 0.25, 0.22, 0.19, 0.21, 0.21, 0.21, 0.21, 0.21, 0.21, 0.20, 0.21, 0.21, 0.22, 0.20, 0.21, 0.22, 0.23, 0.26]
}

*Q*
{
  "formula": "C25H31N3O4S",
  "method": "the ωB97M-V functional and the def2-TZVPD basis",
  "e_homo_ev": -8.725,
  "total_charge": 0,
  "gap_ev": 9.26,
  "species": ["C", "C", "C", "O", "N", "C", "C", "C", "C", "C", "S", "O", "O", "N", "C", "C", "O", "N", "C", "C", "C", "C", "C", "C", "C", "C", "C", "C", "C", "C", "C", "C", "C", "H", "H", "H", "H", "H", "H", "H", "H", "H", "H", "H", "H", "H", "H", "H", "H", "H", "H", "H", "H", "H", "H", "H", "H", "H", "H", "H", "H", "H", "H", "H"],
  "xyz": [[1.21, 1.31, -4.71], [-0.08, 2.12, -4.59], [-0.82, 1.69, -3.35], [-1.56, 0.72, -3.35], [-0.58, 2.40, -2.21], [0.38, 3.50, -2.06], [0.66, 3.61, -0.55], [-0.35, 2.70, 0.06], [-0.57, 2.39, 1.38], [-1.53, 1.44, 1.68], [-1.63, 0.81, 3.35], [-1.69, 1.89, 4.29], [-2.64, -0.21, 3.38], [-0.17, 0.05, 3.58], [0.15, -1.04, 2.69], [0.84, -0.47, 1.45], [1.66, 0.42, 1.60], [0.55, -0.97, 0.23], [-0.49, -1.94, -0.05], [-0.72, -2.09, -1.56], [0.59, -2.39, -2.23], [0.78, -3.41, -3.15], [2.04, -3.61, -3.70], [3.10, -2.79, -3.34], [2.91, -1.78, -2.41], [1.65, -1.58, -1.86], [1.34, -0.48, -0.89], [1.11, -2.01, 3.42], [1.54, -3.18, 2.54], [0.44, -2.53, 4.69], [-2.31, 0.86, 0.70], [-2.10, 1.16, -0.64], [-1.08, 2.05, -0.95], [1.89, 1.51, -3.88], [0.99, 0.25, -4.71], [1.73, 1.56, -5.64], [0.12, 3.19, -4.60], [-0.72, 1.88, -5.44], [1.28, 3.29, -2.63], [-0.07, 4.42, -2.44], [0.56, 4.63, -0.19], [1.67, 3.26, -0.31], [0.00, 2.85, 2.18], [0.60, 0.71, 3.64], [-0.80, -1.54, 2.47], [-1.42, -1.63, 0.43], [-0.19, -2.92, 0.35], [-1.44, -2.89, -1.73], [-1.13, -1.17, -1.97], [-0.04, -4.05, -3.43], [2.19, -4.40, -4.42], [4.07, -2.95, -3.77], [3.73, -1.14, -2.12], [0.78, 0.31, -1.41], [2.25, -0.03, -0.48], [1.99, -1.43, 3.69], [0.68, -3.80, 2.28], [2.25, -3.80, 3.07], [2.01, -2.83, 1.62], [-0.42, -3.14, 4.44], [0.10, -1.69, 5.30], [1.14, -3.13, 5.27], [-3.07, 0.16, 1.00], [-2.69, 0.71, -1.41]],
  "nbo_charge": [-0.60, -0.49, 0.70, -0.62, -0.46, -0.20, -0.44, -0.04, -0.15, -0.36, 2.33, -0.93, -0.95, -0.85, -0.17, 0.71, -0.68, -0.44, -0.21, -0.46, 0.08, -0.23, -0.21, -0.22, -0.19, -0.07, -0.24, -0.19, -0.61, -0.61, -0.18, -0.26, 0.24, 0.20, 0.23, 0.22, 0.21, 0.24, 0.21, 0.20, 0.23, 0.23, 0.24, 0.42, 0.24, 0.21, 0.20, 0.22, 0.25, 0.21, 0.21, 0.21, 0.21, 0.20, 0.25, 0.21, 0.20, 0.22, 0.21, 0.20, 0.23, 0.21, 0.25, 0.26]
}

Stability order, top to bottom: *P*, *Q*